Entry 1:
Here is 11 unconnected molecules or ions with the total composition C40H62O26S2 at a distorted geometry from the Open Molecules 2025 dataset. Energies are from ωB97M-V/def2-TZVPD.

Computed properties:
- Orbital gap (alpha / beta): 1.97 / 9.55 eV
- Molar mass: 1023.044 g mol⁻¹
- 2S+1: 2
- Total energy: -4313.7842 Ha
- Total charge: -1

```
130
Properties=species:S:1:pos:R:3:forces:R:3
O 1.1272 -7.9409 1.3584 -1.0 0.7 -1.0
C 0.6379 -7.0493 0.7049 0.3 0.6 0.1
O -0.4242 -7.1693 -0.1813 1.5 -1.3 1.5
C -0.8891 -5.9013 -0.6089 0.6 0.1 -1.3
C -0.1624 -4.8673 0.2418 -1.4 -0.2 -0.1
C 1.1168 -5.5637 0.6176 -0.7 -1.7 0.9
H -1.9662 -6.0061 -0.4789 0.0 0.8 -0.2
H -0.5927 -5.7493 -1.6467 -0.4 -0.3 -0.3
H -0.9351 -4.8398 1.0101 0.8 0.7 1.2
H -0.0789 -3.8729 -0.1967 0.0 -0.1 -0.2
H 1.5513 -5.2351 1.5617 0.1 -0.1 -0.2
H 1.8857 -5.6762 -0.1468 0.0 0.8 -0.3
O 8.0551 0.7986 1.0193 -0.7 0.0 -1.7
C 6.9610 1.1603 0.6197 2.4 -1.6 2.1
O 6.2141 1.7488 1.5533 0.5 0.4 1.2
C 5.0047 2.1921 1.0575 -0.9 -0.1 -1.8
C 5.2637 2.1632 -0.4543 -0.9 1.0 -1.9
C 6.2588 1.0405 -0.7162 -0.4 0.2 1.7
H 4.7287 3.1877 1.4048 0.2 -0.1 0.2
H 4.2329 1.4667 1.3149 -0.2 0.2 0.1
H 5.7640 3.0364 -0.8732 -0.2 0.7 0.6
H 4.3319 2.0790 -1.0135 -0.1 -0.2 0.0
H 7.0371 1.1385 -1.4730 -0.6 0.0 -0.3
H 5.6522 0.1368 -0.7745 0.7 -0.5 -0.1
O -2.9003 -2.2933 1.7157 0.1 -0.4 2.8
C -3.2577 -2.6445 2.8289 -1.7 -0.5 -1.6
O -2.9067 -2.0978 4.0298 1.4 0.4 -0.9
C -3.5761 -2.7142 5.0994 -1.3 -0.3 1.3
C -4.8577 -3.2383 4.5310 -1.2 0.3 -0.7
C -4.3855 -3.6922 3.1361 0.2 0.6 0.4
H -3.7646 -2.0119 5.9114 0.3 0.3 -0.2
H -3.1165 -3.5903 5.5570 1.1 0.1 -0.3
H -5.6146 -2.4620 4.4190 0.2 0.5 -0.2
H -5.3819 -3.9235 5.1971 0.5 -0.6 -0.2
H -5.1604 -3.6213 2.3729 0.3 -0.2 0.0
H -3.9671 -4.6960 3.2102 0.1 -0.1 -0.3
O -2.0073 4.1532 -0.4092 -0.3 -0.5 -0.8
C -1.7080 4.1709 -1.5788 -0.9 0.4 1.2
O -2.5779 3.9515 -2.5907 -0.7 0.2 -0.2
C -2.0167 4.5362 -3.8040 0.6 -0.6 0.5
C -0.4888 4.1712 -3.5763 -1.1 1.5 -1.8
C -0.3817 4.5339 -2.1117 0.9 -1.1 -0.8
H -2.2675 5.5969 -3.7922 0.8 0.5 0.5
H -2.6111 4.2791 -4.6808 0.4 -1.3 0.1
H 0.1598 4.7255 -4.2547 0.0 0.4 0.2
H -0.2146 3.1378 -3.7883 -0.6 -0.2 0.3
H -0.2306 5.5958 -1.9177 0.5 -0.1 0.1
H 0.3376 3.8230 -1.7051 0.4 0.7 0.7
O 1.7240 1.3809 -1.9337 2.1 1.1 -1.8
C 1.0771 0.7186 -1.2014 0.7 0.3 0.9
O 1.5631 0.1746 -0.0963 2.6 0.5 0.3
C 0.5487 -0.3439 0.7274 0.3 -0.1 -0.1
C -0.6322 0.2598 0.0919 -4.0 -1.8 2.7
C -0.3479 0.5413 -1.3033 -0.9 0.6 0.1
H 0.5109 0.0242 1.7526 1.2 -0.3 0.1
H 0.7075 -1.4167 0.6178 -0.7 -0.2 0.5
H -1.0135 1.0789 0.7016 0.5 0.7 -0.4
H -1.4297 -0.4498 0.3122 -0.6 -0.4 -0.6
H -0.7488 1.5363 -1.4965 -0.4 -0.4 -1.2
H -0.5099 -0.3120 -1.9618 -0.6 0.2 -0.3
O -2.0891 4.3250 4.0260 -0.5 -0.9 0.2
C -2.5315 3.2195 3.8111 0.8 1.3 0.6
O -2.3516 2.1869 4.6772 1.3 2.3 1.9
C -2.5620 0.8972 4.1973 -1.3 1.2 -0.8
C -3.3236 1.2756 2.9227 -1.7 -3.0 -1.4
C -3.2681 2.7668 2.6094 0.5 -1.7 -0.9
H -3.2346 0.4039 4.8990 0.3 -0.3 0.0
H -1.6037 0.3825 4.1272 -0.1 -0.1 -0.3
H -4.3699 0.9786 2.9935 -0.2 0.2 0.7
H -3.1083 0.5063 2.1812 0.7 0.6 -0.8
H -4.2597 3.1758 2.4159 0.1 0.2 0.6
H -2.7336 2.9716 1.6818 0.4 0.3 0.2
O -5.5163 -0.4626 1.2996 0.2 -0.2 -3.1
C -5.2612 -0.2957 0.0962 0.0 -1.4 2.6
O -5.4620 -1.1873 -0.8861 -0.7 -2.2 -0.2
C -5.0796 -0.7729 -2.2318 0.7 1.7 1.1
C -4.3570 0.5419 -1.9048 -0.9 0.4 -2.1
C -4.7507 0.8989 -0.5273 1.1 1.9 0.1
H -5.9560 -0.6728 -2.8721 -0.1 -0.1 0.3
H -4.2774 -1.3081 -2.7399 -0.6 -1.3 0.5
H -4.6845 1.3294 -2.5836 0.5 0.0 -0.3
H -3.2862 0.3591 -1.9950 0.0 0.3 0.0
H -5.6019 1.5748 -0.4457 0.3 0.6 -0.1
H -3.8128 1.3029 -0.1460 -0.6 0.3 1.2
O 2.0517 -3.8397 -5.2333 -4.1 2.1 0.9
C 0.9556 -3.3164 -4.8401 5.5 -1.1 -2.1
O 0.4972 -2.1504 -5.2630 3.0 1.2 -2.3
C -0.6019 -1.6231 -4.5872 -0.1 -0.4 -0.3
C -1.0753 -2.8734 -3.9147 -3.2 -0.5 1.3
C 0.0901 -3.8239 -3.8363 -1.5 -0.2 0.8
H -1.1726 -1.1197 -5.3676 -0.7 -0.4 0.2
H -0.3197 -0.8343 -3.8898 0.4 -0.2 0.1
H -1.9652 -3.3534 -4.3220 0.1 0.2 -0.7
H -1.4549 -2.6259 -2.9234 0.2 0.1 0.5
H -0.0981 -4.8605 -4.1160 -0.2 -0.1 0.8
H 0.5188 -3.5954 -2.8605 0.6 -0.8 0.4
O 4.4831 1.4615 -7.6194 0.7 -1.1 5.1
C 4.6460 1.2345 -6.3747 -1.0 2.2 -4.6
O 4.3545 2.2063 -5.4540 0.2 -1.5 -1.3
C 4.5068 1.6611 -4.1480 -0.1 -0.3 1.1
C 4.9213 0.1511 -4.2284 -0.1 1.2 -0.5
C 5.2092 0.0136 -5.7084 -0.1 -0.4 -0.6
H 3.5468 1.7511 -3.6397 0.2 0.2 0.2
H 5.2713 2.2779 -3.6756 -0.1 -0.1 0.3
H 4.0892 -0.5203 -4.0164 0.1 0.2 0.5
H 5.7929 -0.0417 -3.6030 -0.3 -0.2 0.0
H 4.7117 -0.8750 -6.0970 0.3 0.1 -0.3
H 6.2630 0.0029 -5.9865 0.1 -0.2 0.1
C 0.3147 -2.9396 4.2137 -1.7 0.7 0.9
C 1.5820 -3.5173 4.7785 0.5 0.3 -0.3
O 2.3236 -2.4451 5.3298 0.6 2.5 0.5
S 1.7677 -0.9344 4.9898 -0.7 -1.2 -0.9
O 2.6926 -0.1919 4.1409 -1.8 -1.3 1.9
O 1.2069 -0.3877 6.2204 1.0 -0.7 -2.3
O 0.5611 -1.5804 3.9848 2.1 2.8 0.1
H -0.5317 -2.8433 4.8936 -0.1 -1.2 0.4
H -0.0326 -3.3768 3.2775 0.3 -0.1 0.0
H 2.1744 -3.8425 3.9233 0.1 -0.9 0.4
H 1.4748 -4.1599 5.6524 -0.2 -0.7 -0.7
C 1.8691 6.1432 2.4285 -1.9 0.3 0.7
C 0.9175 6.0493 1.3279 0.4 1.6 -3.4
O 0.3632 4.7869 1.3299 -0.6 -3.0 1.6
S 1.4408 3.6771 1.9863 -1.5 1.4 2.4
O 1.9348 2.8115 0.9717 0.2 0.8 0.1
O 0.9145 3.0563 3.2181 1.2 1.9 -2.9
O 2.5132 4.9509 2.3610 2.0 -4.8 -0.7
H 1.2085 5.9810 3.2803 0.4 1.7 1.1
H 2.5597 6.9717 2.2713 -0.1 0.0 0.8
H 1.4421 6.0327 0.3726 0.6 0.7 -0.3
H 0.2352 6.8945 1.2374 -0.7 -0.5 0.5
```
Forces are in eV/Å.

---

Entry 2:
Here is 2 unconnected molecules or ions with the total composition C4H12N2O2 at a distorted geometry from the Open Molecules 2025 dataset. Energies are from ωB97M-V/def2-TZVPD.

Computed properties:
- Orbital gap: 9.89 eV
- ΔE to the lowest compared entry with this formula, charge and spin: 3.200 eV
- Molar mass: 120.152 g mol⁻¹
- Structure (SMILES): NCNCCC=O.O
- Total energy: -419.5309 Ha

```
20
Properties=species:S:1:pos:R:3:forces:R:3
N 0.1905 2.1807 1.3428 2.8 -1.9 1.5
C -0.1999 0.8559 1.9370 -1.3 1.5 0.0
N -0.6467 -0.0420 0.8526 1.0 -0.7 0.5
C 0.4326 -0.9034 0.2626 1.5 0.0 0.3
C -0.2634 -2.0750 -0.5591 0.1 -1.4 1.0
C -1.1439 -1.5056 -1.6296 -0.2 0.8 0.9
O -1.0422 -0.3517 -1.9795 -0.1 -0.1 -0.5
H -0.5318 2.7314 0.9987 -1.5 1.0 -0.3
H 0.9116 2.7132 1.8527 -0.9 -0.5 -0.5
H -1.1198 1.0596 2.6146 1.5 -0.7 -0.8
H 0.6482 0.4194 2.5382 -0.9 0.5 -0.7
H -0.9997 0.5720 0.1197 0.1 -0.3 0.1
H 1.1113 -0.2770 -0.4409 -0.9 -1.5 1.6
H 1.1537 -1.2970 1.1655 -2.0 0.7 -2.3
H 0.3985 -2.8333 -1.1660 -0.7 1.3 1.5
H -0.9501 -2.7043 0.1620 1.4 1.1 -1.4
H -1.9680 -2.1276 -2.0087 0.1 -0.2 -0.3
O 1.6187 1.1892 -1.8078 0.2 -0.9 1.3
H 1.5985 1.7323 -2.5760 -0.6 0.4 -0.9
H 0.8020 0.6631 -1.6788 0.3 1.0 -1.0
```
Forces are in eV/Å.

---

Entry 3:
Here is a molecular structure, C32H43GeO at a distorted geometry from the Open Molecules 2025 dataset. Energies are from ωB97M-V/def2-TZVPD.

Computed properties:
- Orbital gap: 5.69 eV
- Molar mass: 516.305 g mol⁻¹
- Total energy: -3396.9757 Ha
- Total charge: +1

```
77
Properties=species:S:1:pos:R:3:forces:R:3
C -0.9479 5.7270 3.0838 -0.1 -0.2 0.0
C -0.4377 4.8044 1.9872 0.2 -0.4 -0.4
C -0.7365 3.3006 2.1618 -0.2 -0.3 0.2
C -0.0994 2.5568 0.9588 0.8 0.2 -1.3
Ge -0.3820 0.5890 1.0669 -1.9 2.0 3.3
C 0.1807 0.1398 2.9105 1.2 -1.0 -0.3
C 1.6731 0.3411 3.1354 -0.1 0.2 0.6
C 2.0154 0.0232 4.5995 0.6 -0.1 -0.3
C 3.5274 0.1334 4.8478 -0.5 -0.2 0.4
C -2.3134 0.4595 1.6802 -0.6 -0.6 -1.2
C -3.4023 0.9832 0.7412 -0.1 0.3 0.0
C -3.4148 0.3550 -0.6442 -0.1 -0.2 -0.2
C -4.3803 1.0203 -1.6402 0.0 0.0 0.1
H 0.3104 -0.5001 -0.2063 -0.1 -0.1 0.8
H -0.6581 6.7432 2.8255 -0.1 0.1 0.1
H -2.0366 5.6882 3.1749 0.1 0.0 0.0
H -0.5160 5.4799 4.0557 0.0 0.0 0.0
H -0.8558 5.1150 1.0185 0.1 0.0 0.2
H 0.6547 4.9118 1.8969 -0.2 0.0 0.0
H -0.3335 2.9387 3.1222 0.0 0.1 -0.3
H -1.8242 3.1220 2.2157 0.4 0.1 -0.2
H -0.5140 2.9468 0.0144 0.0 -0.1 0.3
H 0.9816 2.7792 0.9099 -0.4 -0.1 0.1
H -0.3675 0.6824 3.7104 -0.1 0.0 -1.0
H -0.0942 -0.9162 3.0451 0.2 0.1 0.1
H 2.2572 -0.2743 2.4328 0.0 0.0 0.3
H 1.9498 1.3976 2.9348 -0.1 -0.4 0.0
H 1.4643 0.7030 5.2650 0.1 0.0 -0.2
H 1.6607 -0.9883 4.8464 0.1 0.2 -0.1
H 3.7734 -0.1685 5.8750 0.1 0.1 -0.3
H 4.0712 -0.5068 4.1514 0.0 0.0 0.1
H 3.8600 1.1558 4.6922 0.1 0.1 0.0
H -2.3901 -0.6137 1.8869 -0.5 0.0 -0.1
H -2.4423 0.9556 2.6649 0.9 -0.1 -0.6
H -4.3716 0.8065 1.2285 0.0 0.1 -0.1
H -3.3234 2.0888 0.6305 0.1 -0.6 0.1
H -2.3961 0.3609 -1.0854 -0.3 0.2 0.3
H -3.6768 -0.7166 -0.5518 0.1 0.4 0.0
H -4.3376 0.5347 -2.6270 0.0 0.1 0.3
H -5.4156 0.9644 -1.2752 0.2 0.0 -0.1
H -4.1407 2.0856 -1.7778 0.0 -0.3 0.1
C -3.1648 -0.7655 -6.1932 0.9 -0.1 0.3
O -3.3452 -1.1010 -4.8101 1.4 -0.7 0.3
C -2.2141 -1.3186 -4.0396 -0.7 0.6 -0.3
C -2.4742 -1.8155 -2.7509 0.5 0.4 -0.1
C -1.4904 -1.7185 -1.7743 -0.3 -0.5 -0.6
C -0.2011 -1.2558 -2.0626 -0.5 0.1 -0.7
C 0.8127 -1.3441 -0.9578 -0.3 0.2 -1.5
C 2.1801 -0.8178 -1.2060 1.6 -0.2 0.4
C 3.1364 -1.7086 -0.6695 0.8 0.2 -0.7
C 4.5133 -1.5958 -0.9438 -0.9 0.3 0.0
C 4.9441 -0.5541 -1.7740 -0.5 0.2 0.2
C 4.0036 0.3913 -2.2346 -0.2 -0.4 0.3
C 2.6272 0.2714 -1.9352 0.1 0.9 -0.1
C 2.4461 -2.8974 -0.1664 -0.5 -0.5 -0.2
C 1.0531 -2.7340 -0.4243 1.0 -0.5 0.7
C 0.2579 -3.8623 -0.4492 -0.6 -1.0 0.3
C 0.8096 -5.1464 -0.1621 0.6 1.2 0.0
C 2.1747 -5.2748 0.1423 -0.2 0.2 0.0
C 3.0081 -4.1354 0.1413 -0.8 0.2 0.0
C 0.0468 -0.8060 -3.3750 0.0 -0.7 -0.2
C -0.9150 -0.9157 -4.3965 -0.3 0.3 0.5
H -4.1448 -0.8645 -6.6197 -0.3 0.1 -0.3
H -2.7831 0.2634 -6.3115 -0.2 -0.3 0.1
H -2.4575 -1.4625 -6.6866 -0.4 0.3 0.2
H -3.4743 -2.1757 -2.5426 0.0 0.1 0.1
H -1.7365 -1.9872 -0.7495 0.0 -0.1 -0.2
H 5.1900 -2.3541 -0.5571 0.0 0.2 -0.2
H 6.0015 -0.4829 -2.0649 -0.6 0.1 0.2
H 4.3571 1.2156 -2.8427 -0.1 0.0 0.0
H 1.9010 1.0492 -2.2511 0.7 -0.6 0.0
H -0.8090 -3.7895 -0.7035 0.7 -0.2 0.1
H 0.1825 -6.0243 -0.1942 -0.1 0.0 0.0
H 2.5988 -6.2730 0.3454 -0.3 0.7 -0.1
H 4.0751 -4.1980 0.3250 -0.1 -0.2 -0.1
H 1.0213 -0.4133 -3.6391 -0.1 -0.2 0.0
H -0.7020 -0.6072 -5.4288 0.0 0.0 0.7
```
Forces are in eV/Å.

---

Entry 4:
Here is C23H35N3O3 in the gas phase from the Open Molecules 2025 dataset. Energies are from ωB97M-V/def2-TZVPD.

Computed properties:
- Orbital gap: 9.29 eV
- ΔE to the lowest compared entry with this formula, charge and spin: 0.694 eV
- Molar mass: 401.551 g mol⁻¹
- Structure (SMILES): COc1ccc(CN2CCNC(=O)[C@H]2CC(=O)NC2CCCCCCC2)cc1C
- Total energy: -1287.4428 Ha

```
64
Properties=species:S:1:pos:R:3:forces:R:3
C -3.0401 -3.5103 -0.6190 -0.2 0.0 -0.2
O -2.0405 -3.3886 0.3619 0.4 0.1 0.2
C -0.7891 -3.0048 -0.0217 0.2 0.1 0.0
C -0.4340 -2.6372 -1.3111 -0.4 -0.1 0.0
C 0.8713 -2.2614 -1.5950 0.3 0.0 0.1
C 1.8398 -2.2538 -0.6072 0.0 0.0 -0.2
C 3.2527 -1.8182 -0.8840 0.1 0.0 0.0
N 3.6254 -0.6877 -0.0424 0.1 -0.1 0.1
C 4.9760 -0.2210 -0.2638 0.1 0.2 0.3
C 5.3805 0.6579 0.9163 0.2 -0.4 -0.1
N 4.3643 1.6490 1.1834 0.4 0.3 0.1
C 3.0477 1.5005 0.9351 -0.1 -0.3 0.0
O 2.2123 2.2396 1.4136 -0.3 0.1 0.0
C 2.6666 0.3991 -0.0450 -0.4 0.2 -0.1
C 2.4235 1.0697 -1.4217 0.1 0.1 0.2
C 1.2786 2.0714 -1.3454 0.2 -0.4 -0.3
O 1.4272 3.2560 -1.5492 0.1 0.4 0.0
N 0.0841 1.4942 -1.0957 -0.3 -0.2 0.1
C -1.0991 2.2512 -0.7200 0.0 0.1 0.0
C -1.2298 2.1899 0.8045 0.0 0.4 -0.1
C -2.2778 3.1096 1.4232 -0.1 -0.2 -0.1
C -3.7405 2.8160 1.0732 0.1 0.0 0.2
C -4.1321 1.3336 1.1335 -0.2 0.1 -0.2
C -4.2365 0.6426 -0.2283 0.2 -0.2 0.2
C -2.9346 0.4357 -1.0071 -0.2 0.2 -0.2
C -2.2899 1.7251 -1.5327 0.1 0.0 0.0
C 1.4736 -2.6262 0.6843 -0.2 0.0 -0.2
C 0.1811 -2.9956 0.9964 -0.1 0.0 0.0
C -0.2152 -3.3907 2.3839 0.0 0.0 -0.1
H -3.2679 -2.5477 -1.0872 0.0 0.0 0.0
H -2.7589 -4.2335 -1.3915 0.0 0.0 0.0
H -3.9238 -3.8706 -0.0944 0.0 0.0 -0.1
H -1.1618 -2.6350 -2.1070 -0.1 0.0 -0.1
H 1.1245 -1.9816 -2.6080 0.1 0.1 -0.1
H 3.9405 -2.6342 -0.6340 0.0 0.1 -0.1
H 3.3743 -1.5988 -1.9582 0.0 -0.1 0.1
H 5.0828 0.3395 -1.2067 0.0 -0.1 0.0
H 5.6438 -1.0844 -0.3091 0.0 0.1 0.0
H 5.5198 0.0237 1.8024 0.1 0.0 -0.1
H 6.3250 1.1661 0.7014 -0.1 -0.1 0.0
H 4.5973 2.3777 1.8446 -0.2 0.0 -0.1
H 1.7172 -0.0126 0.3146 0.2 0.2 0.0
H 2.1725 0.3025 -2.1558 0.0 0.0 0.0
H 3.3146 1.6062 -1.7492 -0.1 0.0 -0.1
H 0.0557 0.5064 -0.8931 0.1 0.0 0.0
H -0.8911 3.2832 -1.0207 0.0 -0.1 0.0
H -1.4132 1.1592 1.1120 0.1 -0.1 0.0
H -0.2547 2.4738 1.2096 0.0 -0.1 0.0
H -2.0538 4.1410 1.1434 0.1 0.1 0.1
H -2.1646 3.0358 2.5080 0.0 0.1 0.0
H -3.9774 3.2126 0.0866 -0.1 0.1 0.0
H -4.3555 3.3735 1.7843 0.0 0.0 -0.1
H -3.4354 0.7893 1.7721 0.0 -0.1 0.1
H -5.1167 1.2518 1.6013 0.1 0.0 0.1
H -4.9303 1.2093 -0.8552 -0.1 0.0 0.0
H -4.6838 -0.3427 -0.0634 -0.1 0.0 -0.1
H -2.2245 -0.1231 -0.3947 0.1 -0.2 0.0
H -3.1792 -0.1956 -1.8667 0.1 -0.1 0.0
H -3.0484 2.5016 -1.6137 -0.1 0.0 0.0
H -1.9143 1.5502 -2.5443 0.0 0.1 0.0
H 2.2245 -2.6118 1.4600 0.1 0.0 0.2
H 0.6352 -3.3424 3.0581 0.0 0.0 0.1
H -1.0009 -2.7321 2.7509 -0.1 0.0 0.1
H -0.6170 -4.4028 2.3834 0.0 -0.1 0.1
```
Forces are in eV/Å.